ORCA calculation (ωB97M-V with the def2-TZVPD basis set) on C8H15N3O4 in the gas phase.

**Calculated total energy**: -21200.9438 eV
**Net charge**: 0
**Frontier orbital gap**: 0.36704 hartree
**LUMO level**: 0.441 eV
**SMILES**: C[C@H](NC(=O)[C@@H](N)CCC(N)=O)C(=O)O
**Energy above the lowest of the compared OMol25 structures with the same formula, charge and spin**: 61.2 kJ/mol

Each atom is followed by the atoms it is bonded to, with distances in Å.
Cartesian coordinates (Å):
1 O 0.686 0.986 1.727  C13 1.228
2 O 4.360 -0.798 0.034  C9 1.198
3 O -1.420 -1.478 -0.707  C14 1.223
4 O 3.400 0.731 1.240  C9 1.330, H27 0.999
5 N -0.128 2.765 -0.891  C10 1.502, H17 1.009, H30 0.991
6 N -2.519 -2.138 1.182  C14 1.349, H23 1.056, H29 1.021
7 N 1.039 0.274 -0.445  C11 1.503, C13 1.374, H16 1.017
8 C -1.996 1.133 -0.529  C10 1.513, C15 1.510, H26 1.069, H28 1.074
9 C 3.335 -0.283 0.382  O2 1.198, O4 1.330, C11 1.529
10 C -0.768 1.793 0.058  N5 1.502, C8 1.513, C13 1.493, H20 1.102
11 C 1.952 -0.825 0.022  N7 1.503, C9 1.529, C12 1.521, H22 1.071
12 C 2.139 -1.740 -1.178  C11 1.521, H18 1.096, H19 1.103, H25 1.085
13 C 0.361 0.946 0.543  O1 1.228, N7 1.374, C10 1.493
14 C -2.165 -1.245 0.235  O3 1.223, N6 1.349, C15 1.515
15 C -2.714 0.160 0.376  C8 1.510, C14 1.515, H21 1.115, H24 1.141
16 H 0.477 0.120 -1.278  N7 1.017
17 H 0.650 3.201 -0.419  N5 1.009
18 H 1.243 -2.344 -1.363  C12 1.096
19 H 2.361 -1.177 -2.101  C12 1.103
20 H -1.105 2.359 0.941  C10 1.102
21 H -3.761 0.038 0.010  C15 1.115
22 H 1.490 -1.370 0.821  C11 1.071
23 H -3.236 -1.985 1.941  N6 1.056
24 H -2.710 0.558 1.445  C15 1.141
25 H 2.974 -2.380 -0.915  C12 1.085
26 H -2.649 1.971 -0.647  C8 1.069
27 H 2.465 0.945 1.520  O4 0.999
28 H -1.876 0.642 -1.476  C8 1.074
29 H -2.184 -3.097 1.084  N6 1.021
30 H 0.299 2.238 -1.613  N5 0.991